## one
DFT (ωB97M-V/def2-TZVPD) results for a structure of composition C11H20ClNO7P2Re.

* HOMO (alpha / beta): -0.5982 / -0.5929 Ha
* <S²>: 0.764
* 2S+1: 2
* LUMO energy (alpha / beta): -9.272 / -8.934 eV
* total charge: +2

Geometry (Å):
Re -0.286 -0.192 0.273
C 2.670 -3.103 2.673
C 2.365 -1.731 2.099
O 3.357 -0.752 2.337
P 2.270 -1.711 0.278
O 3.671 -1.992 -0.338
O 1.357 -2.860 -0.265
O 1.698 -0.377 -0.224
P 0.697 -1.152 2.773
O 0.716 0.454 2.459
O 0.512 -1.469 4.175
O -0.292 -1.597 1.656
H 3.649 -3.458 2.350
H 1.907 -3.825 2.374
H 2.652 -3.045 3.762
H 3.718 -0.839 3.228
H 4.370 -1.318 -0.292
H 1.779 -3.691 -0.547
H 0.901 0.996 3.246
Cl -2.417 4.916 0.693
C -1.171 3.959 0.035
C -0.095 4.531 -0.645
C 0.886 3.700 -1.167
C 0.794 2.337 -0.995
N -0.247 1.778 -0.339
C -1.212 2.585 0.166
H -0.037 5.606 -0.755
H 1.731 4.114 -1.699
H 1.539 1.668 -1.399
H -2.045 2.117 0.675
C -3.970 -0.790 -2.131
C -2.436 -0.726 -2.180
C -1.988 0.598 -2.802
C -1.877 -0.987 -0.788
H -4.365 -0.732 -3.144
H -4.364 0.055 -1.561
H -4.321 -1.716 -1.677
H -2.096 -1.539 -2.827
H -2.356 1.444 -2.216
H -2.399 0.687 -3.806
H -0.899 0.648 -2.870
H -1.826 -2.067 -0.594
H -2.540 -0.522 0.006

These are the Mulliken partial charges, in e, on atoms 1 to 5: number 1, Re, carries 1.38; number 2, C, carries -1.69; number 3, C, carries 1.46; number 4, O, carries -0.64; number 5, P, carries 0.33



## two
DFT (ωB97M-V/def2-TZVPD) results for a structure of composition C11H20ClNO7P2Re.

* HOMO (alpha / beta): -0.5927 / -0.5812 Ha
* <S²>: 0.755
* 2S+1: 2
* LUMO energy (alpha / beta): -7.955 / -8.375 eV
* total charge: +2

Geometry (Å):
Re 0.133 -0.102 0.339
C 1.519 -3.652 -0.923
C 1.166 -2.479 -1.843
O 1.367 -2.760 -3.221
P -0.626 -2.152 -1.832
O -1.297 -3.539 -1.977
O -1.011 -1.226 -3.024
O -1.078 -1.442 -0.541
P 2.248 -1.026 -1.447
O 1.486 0.188 -2.143
O 3.615 -1.284 -1.851
O 1.920 -0.676 0.098
H 1.037 -4.560 -1.282
H 1.213 -3.469 0.108
H 2.600 -3.800 -0.930
H 2.272 -3.075 -3.366
H -2.130 -3.762 -1.536
H -0.783 -1.537 -3.916
H 1.950 0.600 -2.888
Cl -4.680 2.342 -1.129
C -3.003 2.537 -0.887
C -2.379 3.766 -1.067
C -1.009 3.861 -0.866
C -0.297 2.748 -0.488
N -0.911 1.556 -0.302
C -2.245 1.450 -0.511
H -2.960 4.629 -1.366
H -0.491 4.800 -1.007
H 0.770 2.782 -0.342
H -2.705 0.480 -0.369
C 0.103 0.799 4.482
C 0.000 0.914 2.969
C 1.329 1.248 2.287
C -0.434 -0.355 2.272
H 0.451 1.736 4.918
H 0.809 0.013 4.760
H -0.864 0.561 4.923
H -0.720 1.702 2.725
H 2.105 0.518 2.523
H 1.697 2.246 2.526
H 1.247 1.258 1.155
H -1.505 -0.595 2.323
H 0.094 -1.246 2.648

These are the Mulliken partial charges, in e, on atoms 1 to 5: number 1, Re, carries 1.11; number 2, C, carries -1.53; number 3, C, carries 0.92; number 4, O, carries -0.61; number 5, P, carries 0.68



Which of them is most stable, and which least? Most stable: two; least stable: one.



## one
DFT (ωB97M-V/def2-TZVPD) results for a structure of composition C28H33NO6SSr.

* HOMO: -0.3157 Ha
* LUMO energy: 0.059 eV
* total charge: 0

Geometry (Å):
Sr -0.237 0.012 0.243
O -0.437 -0.040 -2.359
C -1.419 -1.007 -2.774
C -1.308 -2.312 -1.989
N -1.385 -2.091 -0.543
C -2.747 -2.097 0.039
C -2.925 -1.084 1.218
O -3.593 -1.391 2.186
O -2.345 0.046 0.990
C -0.446 -2.962 0.205
C 1.078 -2.550 0.072
O 1.908 -3.212 0.666
O 1.313 -1.500 -0.661
H 0.398 -0.533 -2.244
H -1.297 -1.212 -3.840
H -2.396 -0.546 -2.620
H -0.344 -2.765 -2.223
H -2.092 -3.006 -2.320
H -3.037 -3.093 0.384
H -3.453 -1.771 -0.728
H -0.490 -4.010 -0.111
H -0.700 -2.939 1.267
C 1.047 3.042 -3.969
C 1.366 3.275 -2.499
C 2.428 2.279 -2.022
C 0.149 3.214 -1.593
C 0.287 3.561 -0.249
C -0.786 3.507 0.627
C -2.048 3.110 0.193
C -3.215 3.088 1.139
C -2.190 2.773 -1.149
C -1.114 2.827 -2.029
H 1.950 3.161 -4.571
H 0.302 3.745 -4.345
H 0.670 2.030 -4.132
H 1.787 4.281 -2.397
H 2.042 1.255 -2.046
H 2.753 2.490 -1.001
H 3.311 2.306 -2.664
H 1.245 3.917 0.108
H -0.653 3.818 1.659
H -3.479 4.102 1.448
H -2.985 2.502 2.029
H -4.087 2.632 0.675
H -3.163 2.471 -1.516
H -1.275 2.562 -3.064
O 1.061 -0.388 2.152
S 2.585 -0.531 1.902
C 3.281 -0.804 3.521
C 4.525 -1.406 3.593
C 5.108 -1.581 4.842
C 4.434 -1.176 5.984
C 3.170 -0.603 5.890
C 2.580 -0.414 4.651
C 3.111 1.184 1.817
C 4.364 1.445 1.277
C 4.830 2.750 1.257
C 4.044 3.776 1.769
C 2.790 3.498 2.292
C 2.309 2.195 2.312
H 5.025 -1.747 2.695
H 6.079 -2.050 4.921
H 4.888 -1.318 6.955
H 2.641 -0.309 6.787
H 1.590 0.011 4.552
H 4.967 0.641 0.874
H 5.803 2.968 0.837
H 4.412 4.794 1.758
H 2.178 4.301 2.685
H 1.332 1.965 2.718

These are the natural (NBO) partial charges, in e, on atoms 1 to 5: number 1, Sr, carries 1.83; number 2, O, carries -0.79; number 3, C, carries -0.07; number 4, C, carries -0.25; number 5, N, carries -0.53



## two
DFT (ωB97M-V/def2-TZVPD) results for a structure of composition C28H33NO6SSr.

* HOMO: -0.3194 Ha
* LUMO energy: 0.312 eV
* total charge: 0

Geometry (Å):
Sr 0.518 -0.154 -1.616
O 0.990 -2.622 -2.527
C 0.103 -3.110 -3.544
C -0.585 -2.009 -4.345
N -1.206 -0.985 -3.513
C -1.478 0.294 -4.208
C -1.256 1.445 -3.192
O -2.207 1.879 -2.547
O -0.015 1.698 -2.987
C -2.370 -1.482 -2.774
C -2.087 -2.189 -1.423
O -2.878 -3.044 -1.054
O -1.046 -1.789 -0.777
H 0.440 -2.633 -1.719
H -0.636 -3.767 -3.078
H 0.699 -3.723 -4.220
H -1.327 -2.522 -4.979
H 0.140 -1.523 -5.000
H -2.498 0.325 -4.604
H -0.758 0.412 -5.016
H -2.957 -2.191 -3.371
H -3.007 -0.626 -2.539
C 3.281 2.484 -0.355
C 4.029 1.166 -0.549
C 5.444 1.252 0.028
C 3.295 -0.025 0.036
C 2.638 0.046 1.265
C 1.945 -1.040 1.769
C 1.880 -2.246 1.075
C 1.014 -3.371 1.566
C 2.587 -2.342 -0.118
C 3.275 -1.248 -0.634
H 3.774 3.282 -0.912
H 3.269 2.783 0.695
H 2.244 2.431 -0.696
H 4.119 0.988 -1.627
H 5.402 1.402 1.110
H 5.992 2.089 -0.407
H 6.004 0.336 -0.160
H 2.627 0.979 1.814
H 1.411 -0.945 2.707
H 1.345 -4.330 1.167
H -0.016 -3.207 1.238
H 1.017 -3.429 2.655
H 2.575 -3.270 -0.674
H 3.794 -1.348 -1.583
O -0.128 1.029 0.437
S -1.625 1.028 0.676
C -1.968 2.631 1.383
C -0.936 3.529 1.578
C -1.230 4.778 2.109
C -2.536 5.110 2.430
C -3.564 4.199 2.215
C -3.284 2.953 1.682
C -1.859 0.001 2.112
C -2.787 -1.023 2.018
C -2.955 -1.879 3.100
C -2.193 -1.703 4.244
C -1.256 -0.676 4.320
C -1.084 0.183 3.250
H 0.072 3.250 1.300
H -0.433 5.494 2.264
H -2.760 6.086 2.840
H -4.586 4.464 2.453
H -4.079 2.241 1.496
H -3.332 -1.185 1.097
H -3.663 -2.694 3.034
H -2.321 -2.374 5.084
H -0.663 -0.549 5.217
H -0.357 0.986 3.283

These are the natural (NBO) partial charges, in e, on atoms 1 to 5: number 1, Sr, carries 1.84; number 2, O, carries -0.79; number 3, C, carries -0.08; number 4, C, carries -0.24; number 5, N, carries -0.51



Which of them is most stable, and which least? Most stable: two; least stable: one.



## one
DFT (ωB97M-V/def2-TZVPD) results for a structure of composition C3H6NO.

* HOMO: -0.5706 Ha
* LUMO energy: -3.757 eV
* total charge: +1

Geometry (Å):
C -0.189 0.771 0.903
C 0.273 -0.264 -1.294
C -1.180 -0.182 0.002
N 0.224 -0.412 0.193
O -1.071 0.014 -1.354
H 0.186 1.735 0.494
H -0.304 0.636 1.999
H 0.998 0.424 -1.740
H 0.374 -1.281 -1.628
H -1.887 -0.784 0.508
H 0.639 -1.217 0.777

These are the natural (NBO) partial charges, in e, on atoms 1 to 5: number 1, C, carries -0.26; number 2, C, carries 0.13; number 3, C, carries 0.29; number 4, N, carries -0.41; number 5, O, carries -0.44



## two
DFT (ωB97M-V/def2-TZVPD) results for a cluster of 2 separate species, C3H6NO in total.

* HOMO: -0.5323 Ha
* LUMO energy: -3.998 eV
* total charge: +1

Geometry (Å):
C 2.406 -0.113 -0.317
C -1.274 0.100 1.075
C -1.368 -1.012 0.441
N -1.383 0.150 -0.577
O 1.213 -0.169 -0.343
H 2.959 0.341 -1.187
H 2.987 -0.552 0.383
H -1.345 1.007 1.630
H -1.465 -2.052 0.376
H -2.241 0.187 -1.113
H -0.481 0.492 -0.973

These are the natural (NBO) partial charges, in e, on atoms 1 to 5: number 1, C, carries 0.36; number 2, C, carries 0.08; number 3, C, carries 0.04; number 4, N, carries -0.61; number 5, O, carries -0.60



Which of them is most stable, and which least? Most stable: one; least stable: two.



## one
DFT (ωB97M-V/def2-TZVPD) results for a cluster of 2 separate species, C3H6NO in total.

* HOMO: -0.5252 Ha
* LUMO energy: -5.235 eV
* total charge: +1

Geometry (Å):
C -0.781 0.818 -1.042
C -1.351 0.069 0.057
C 0.071 0.879 0.322
N 1.446 -0.672 0.607
O -0.960 0.749 1.154
H -0.500 0.184 -1.900
H -1.091 1.778 -1.200
H -1.675 -1.022 -0.056
H 1.346 -0.680 1.655
H 2.385 -0.556 0.202
H 1.111 -1.547 0.201

These are the natural (NBO) partial charges, in e, on atoms 1 to 5: number 1, C, carries -0.42; number 2, C, carries 0.17; number 3, C, carries 0.45; number 4, N, carries -0.90; number 5, O, carries -0.37



## two
DFT (ωB97M-V/def2-TZVPD) results for the ion C3H6NO with charge +1.

* HOMO: -0.5641 Ha
* SMILES: C=C([NH3+])C=O
* LUMO energy: -4.981 eV
* total charge: +1

Geometry (Å):
C 1.196 0.361 0.482
C 0.116 -0.316 0.097
N -0.984 0.421 -0.608
C -0.045 -1.736 0.157
O -1.115 -2.059 -0.266
H 2.131 -0.061 0.913
H 1.403 1.447 0.467
H -1.790 0.388 -0.030
H -1.043 -0.174 -1.503
H -0.537 1.322 -0.720
H 0.555 -2.485 0.574

These are the natural (NBO) partial charges, in e, on atoms 1 to 5: number 1, C, carries -0.27; number 2, C, carries -0.01; number 3, N, carries -0.68; number 4, C, carries 0.36; number 5, O, carries -0.50



Which of them is most stable, and which least? Most stable: two; least stable: one.